# 1
This record from the OMol25 dataset describes a gas-phase ion, C6H13N2O2 (charge -1) in a non-equilibrium geometry. The level of theory is ωB97M-V/def2-TZVPD.

The geometry in ORCA input format:
```
! RIJCOSX wB97M-V def2-TZVPD def2/J DEFGRID3
* xyz -1 3
C -0.75269 2.04145 0.44228
C 0.08962 0.21530 -1.75484
C -0.36694 -1.85332 -0.46880
C 1.88719 -0.69448 1.51440
C -1.07249 0.54216 0.37213
C 0.14261 -0.37700 -0.34281
N -2.28585 0.36569 -0.36252
N 1.45506 -0.19185 0.18779
O 2.33385 0.74866 -0.24687
O -3.16787 -0.42516 0.14431
H -0.78019 2.58126 -0.45001
H -1.43223 2.58524 1.14321
H 0.13374 2.27131 0.80777
H 0.36234 1.23676 -1.63521
H 0.76345 -0.36153 -2.43276
H -0.96939 0.21533 -2.10948
H -0.20197 -2.01344 -1.50563
H -1.41047 -1.86318 -0.38249
H -0.02876 -2.67064 0.06141
H 1.24312 -0.60586 2.40994
H 2.24958 -1.68162 1.44981
H 2.85115 -0.12228 1.79827
H -1.04287 0.05721 1.36010
*
```

The largest force on an atom comes out at 5.1 eV/A. Its energy above the lowest of the compared OMol25 structures with the same formula, charge and spin is 0.0 kcal/mol. The value obtained for the LUMO energy (alpha / beta) is 3.6 / 3.6 eV.



# 2
This record from the OMol25 dataset describes a gas-phase ion, C6H13N2O2 (charge +1) in a non-equilibrium geometry. The level of theory is ωB97M-V/def2-TZVPD.

The geometry in ORCA input format:
```
! RIJCOSX wB97M-V def2-TZVPD def2/J DEFGRID3
* xyz 1 1
C -0.02570 2.71182 -1.29927
C 0.71332 2.28876 -0.28259
N 1.94309 2.50914 0.22007
O 0.38471 1.08448 0.26506
C -0.23823 0.15139 -0.54832
O -0.59424 0.23965 -1.73755
N -0.35002 -1.07235 0.23634
C -0.30850 -2.40298 -0.55392
C 0.57705 -1.31094 1.38570
C -1.80593 -0.95279 0.52674
H 0.67649 3.22870 -2.09506
H -1.06474 2.96642 -1.37129
H 2.45782 3.39964 0.19656
H 2.35397 2.01284 1.09175
H -0.85304 -3.23623 -0.30704
H -0.83220 -2.10496 -1.51205
H 0.73799 -2.61188 -0.73525
H 0.77019 -0.43764 2.01989
H 0.41019 -2.26954 1.92374
H 1.53641 -1.40495 0.97378
H -2.19651 -1.98968 0.59105
H -1.98596 -0.31331 1.43321
H -2.30616 -0.48559 -0.42154
*
```

The largest force on an atom comes out at 5.8 eV/A. Its energy above the lowest of the compared OMol25 structures with the same formula, charge and spin is 119.5 kcal/mol. The value obtained for the LUMO energy is -3.3 eV.



# 3
This record from the OMol25 dataset describes a molecular structure, C6H13N2O2 in a non-equilibrium geometry. The level of theory is ωB97M-V/def2-TZVPD.

The geometry in ORCA input format:
```
! RIJCOSX wB97M-V def2-TZVPD def2/J DEFGRID3
* xyz 1 3
C -0.03917 0.44747 -2.41856
C -0.98275 0.59003 0.59396
C 0.52183 0.97587 -1.12675
C 0.06747 -0.42673 0.92464
C -0.42181 -1.79990 1.21114
C 0.74586 0.15821 2.18020
N -0.81667 1.35389 -2.95856
N 0.98995 -0.53306 -0.18167
O 0.25583 -0.67678 -2.67726
O -0.30804 1.57315 -0.23441
H -1.85400 0.11226 -0.01042
H -1.50634 0.95722 1.45626
H 1.49543 1.49355 -1.05432
H 0.45211 -2.48681 1.50280
H -0.63760 -2.25011 0.29333
H -1.12792 -1.72520 1.96710
H 0.60828 1.26491 2.29693
H 1.83398 -0.03716 2.18003
H 0.34615 -0.45919 3.01582
H -1.18832 2.18913 -2.45834
H -1.34430 1.16839 -3.78182
H 0.89295 -1.24320 -0.90316
H 2.01708 -0.64591 0.18304
*
```

The largest force on an atom comes out at 7.3 eV/A. Its energy above the lowest of the compared OMol25 structures with the same formula, charge and spin is 18.4 kcal/mol. The value obtained for the LUMO energy (alpha / beta) is -2.9 / -8.0 eV.



# 4
This record from the OMol25 dataset describes a molecular structure, C6H13N2O4S3SbV in a non-equilibrium geometry. The level of theory is ωB97M-V/def2-TZVPD.

The geometry in ORCA input format:
```
! RIJCOSX wB97M-V def2-TZVPD def2/J DEFGRID3
* xyz 0 2
V 0.92745 -0.59002 -0.53404
C -1.54088 -2.46024 2.11487
C -1.52737 -2.19178 0.61582
C -2.82467 -2.60129 -0.06183
O -1.27544 -0.79210 0.34857
C -0.34267 -3.00891 0.02106
O -0.42858 -4.18461 -0.18164
O 0.70653 -2.24123 -0.17169
H -2.40236 -1.98080 2.58291
H -0.62217 -2.08650 2.57540
H -1.60162 -3.53287 2.29003
H -3.67992 -2.18950 0.47359
H -2.89282 -3.68650 -0.07814
H -2.84153 -2.23038 -1.08720
H -1.10506 -0.34326 1.18942
S 3.87379 2.62981 0.21671
Sb 3.79254 0.40276 0.82983
S 3.06130 -0.67351 -1.29638
S 1.46533 0.27963 1.59694
C -0.08971 3.48580 0.17971
N 0.60618 3.38925 -1.09691
C 1.06204 2.21946 -1.54528
N 1.90284 2.19946 -2.58563
O 0.63587 1.13455 -1.04238
H -0.63330 4.42628 0.21276
H 0.61151 3.42890 1.01319
H -0.79475 2.66251 0.26286
H 1.08328 4.21268 -1.41979
H 2.48776 3.00645 -2.72005
H 2.38646 1.31596 -2.70271
*
```

The largest force on an atom comes out at 4.5 eV/A. Its energy above the lowest of the compared OMol25 structures with the same formula, charge and spin is 22.2 kcal/mol. The value obtained for the LUMO energy (alpha / beta) is -1.4 / -0.8 eV.



# 5
This record from the OMol25 dataset describes 2 unconnected molecules or ions with the total composition C6H13N2O5P in a non-equilibrium geometry. The level of theory is ωB97M-V/def2-TZVPD.

The geometry in ORCA input format:
```
! RIJCOSX wB97M-V def2-TZVPD def2/J DEFGRID3
* xyz -2 1
C -1.91718 0.41412 2.03299
C 1.21169 3.13586 0.88753
C 0.44750 1.79856 1.07426
C -0.67644 1.59138 0.11322
C -1.52010 0.31510 0.47902
C -0.03727 -1.29867 -0.89425
N 0.01281 -0.51717 -1.93521
N -0.68569 -0.89717 0.24565
O -1.64226 -0.57138 2.72943
O 1.34877 -3.19534 -2.31371
O 2.62826 -2.50648 -0.29710
O -2.53665 1.42287 2.37263
O 0.46824 -3.86324 0.06994
P 1.04840 -2.93080 -0.89031
H 0.28471 3.87292 0.90030
H 1.92567 3.37880 1.65846
H 1.68619 3.29690 -0.05048
H -0.10734 1.85730 2.10866
H 1.07153 0.92268 1.08346
H -0.34340 1.52165 -1.03757
H -1.33062 2.40701 0.23470
H -2.50537 0.18405 0.05806
H -0.27901 -2.47813 -3.76981
H -0.76668 -3.06463 -3.79038
H 0.60374 -0.79638 -2.64424
H -0.90756 -1.60153 0.93417
H 2.51807 -2.39828 0.64060
*
```

The largest force on an atom comes out at 3.5 eV/A. Its energy above the lowest of the compared OMol25 structures with the same formula, charge and spin is 0.0 kcal/mol. The value obtained for the LUMO energy is 5.8 eV.



# 6
This record from the OMol25 dataset describes a gas-phase ion, C6H13N2S4 (charge +1) in a non-equilibrium geometry. The level of theory is ωB97M-V/def2-TZVPD.

The geometry in ORCA input format:
```
! RIJCOSX wB97M-V def2-TZVPD def2/J DEFGRID3
* xyz 1 1
C -0.87601 0.44532 -1.16977
C 0.59736 -0.61766 1.04909
C 0.22924 0.25175 -3.36975
C -2.30685 0.09840 -2.96472
C 1.50720 -1.28546 3.21824
C 2.17983 0.82980 2.30179
N -0.97451 0.33128 -2.48337
N 1.27509 -0.32988 2.17833
S 0.60159 0.70288 -0.36338
S -0.35215 -1.89504 0.83280
S -1.85225 1.14286 1.67747
S -2.30756 0.23002 -0.15205
H -0.04574 0.99604 -4.19603
H 1.06147 0.31709 -2.68550
H 0.07325 -0.82419 -3.77993
H -2.53813 -0.98247 -2.95556
H -2.98332 0.84018 -2.55374
H -2.59229 0.21036 -4.01787
H 0.91526 -2.23756 2.89611
H 2.50918 -1.43290 3.24552
H 1.26123 -0.76935 4.06958
H 2.16349 1.54260 1.36022
H 2.07645 1.50088 3.21108
H 3.16643 0.50027 2.34599
H -2.78827 0.43477 2.30543
*
```

The largest force on an atom comes out at 4.7 eV/A. Its energy above the lowest of the compared OMol25 structures with the same formula, charge and spin is 0.0 kcal/mol. The value obtained for the LUMO energy is -4.4 eV.